Computed, not measured: a structure of composition C4H9N3O3 at a distorted geometry, with ωB97M-V/def2-TZVPD.

Values from the calculation:
Gap between HOMO and LUMO, eV: 9.1
2S+1: 1
Max |F|, eV Å⁻¹: 6.00
Charge: 0
Energy above the lowest of the compared OMol25 structures with the same formula, charge and spin, eV: 8.798
HOMO level, Ha: -0.343

Geometry (Å):
C -1.60 1.16 -0.13
C -1.74 -0.37 0.14
C 0.59 -0.63 1.34
C 1.55 0.19 0.33
H 0.60 1.42 -1.49
H -0.52 2.97 -0.36
H -1.94 1.69 0.85
H -2.42 1.55 -0.89
H -0.84 -2.11 0.62
H 1.43 -1.54 1.75
H 0.46 0.01 2.21
H 2.14 -0.21 -1.81
H 0.91 -2.63 -1.62
N -0.14 1.80 -0.42
N -0.70 -1.07 0.83
N 1.32 -0.44 -1.00
O -2.81 -0.93 -0.24
O 2.30 1.06 0.55
O 1.40 -1.90 -0.67



Computed, not measured: an isolated molecule of C4H9N3S at a distorted geometry, with ωB97M-V/def2-TZVPD.

Values from the calculation:
Gap between HOMO and LUMO, eV: 9.3
2S+1: 1
Max |F|, eV Å⁻¹: 4.49
SMILES: C=NS/C=N/N(C)C
Charge: 0
Energy above the lowest of the compared OMol25 structures with the same formula, charge and spin, eV: 5.516
HOMO level, Ha: -0.315

Geometry (Å):
C 2.13 0.19 0.12
C 0.58 2.12 0.32
C -1.05 -0.16 -1.12
C -2.10 -2.21 0.87
H 2.97 0.97 0.01
H 2.20 -0.41 1.07
H 2.49 -0.49 -0.67
H 0.26 1.88 1.49
H 1.57 2.60 0.14
H -0.16 2.73 -0.55
H -1.17 0.47 -2.15
H -2.40 -2.96 1.56
H -1.27 -1.46 1.23
N 0.98 0.78 -0.42
N -0.12 -0.26 -0.19
N -2.57 -2.48 -0.24
S -2.34 -1.30 -1.47



Computed, not measured: an isolated molecule of C4H9N3S at a distorted geometry, with ωB97M-V/def2-TZVPD.

Values from the calculation:
Gap between HOMO and LUMO, eV: 8.9
2S+1: 1
Max |F|, eV Å⁻¹: 1.59
SMILES: NC(=S)NN1CCC1
Charge: 0
Energy above the lowest of the compared OMol25 structures with the same formula, charge and spin, eV: 1.355
HOMO level, Ha: -0.298

Geometry (Å):
C -2.23 0.11 -0.02
C 1.06 -0.10 1.08
C 2.26 -0.17 0.12
C 1.22 -0.49 -0.98
H -3.11 1.89 -0.25
H -1.33 1.95 -0.31
H -1.19 -1.55 0.03
H 1.06 0.73 1.78
H 0.79 -1.05 1.63
H 2.74 0.81 -0.05
H 3.05 -0.95 0.21
H 1.12 -1.56 -1.19
H 1.31 0.10 -1.92
N -2.19 1.46 -0.11
N -1.05 -0.56 -0.03
N 0.18 0.09 -0.09
S -3.69 -0.71 0.09



Computed, not measured: the ion C4H9N4 with charge +1 at a distorted geometry, with ωB97M-V/def2-TZVPD.

Values from the calculation:
Gap between HOMO and LUMO, eV: 11.7
2S+1: 1
Max |F|, eV Å⁻¹: 5.30
SMILES: Cc1n[n+](C)nn1C
Charge: +1
Energy above the lowest of the compared OMol25 structures with the same formula, charge and spin, eV: 2.309
HOMO level, Ha: -0.584

Geometry (Å):
C -0.56 0.55 0.00
C -0.74 1.95 -0.48
C 1.80 0.28 -1.18
C -1.02 -2.22 1.87
N 0.61 -1.27 0.30
N -1.23 -0.22 0.80
N 0.59 -0.07 -0.32
N -0.51 -1.32 0.91
H -0.30 2.33 -1.31
H -1.81 2.15 -0.72
H -0.40 2.70 0.31
H 1.95 1.40 -0.92
H 2.51 -0.29 -0.75
H 1.53 0.08 -2.19
H -1.76 -1.72 2.40
H -1.34 -3.17 1.41
H -0.18 -2.54 2.53